No. 1
17
Properties=species:S:1:pos:R:3:forces:R:3 method="wB97M-V/def2-TZVPD" energy_ev=-8428.7926 charge=0 gap_ev=9.14 smiles="C=C/C=C/C=C.O" homo_energy_ha=-0.313 e_above_lowest_kcal_mol=56.4
C 1.81605 -3.05918 0.35124 -0.1 0.7 -1.3
C 1.26054 -2.56901 1.46539 -0.1 -0.9 0.6
C 0.77262 -1.23495 1.83713 1.6 1.1 -0.6
C 0.06362 -0.48787 0.98380 -1.8 -0.4 -0.3
C -0.63953 0.77393 1.34659 1.9 -1.1 -0.2
C -1.40700 1.41751 0.47507 -0.9 0.1 0.5
H 1.59432 -4.04532 -0.05707 0.7 -0.4 1.1
H 2.40041 -2.50440 -0.39024 -0.7 0.6 0.2
H 1.08318 -3.33719 2.22164 -0.7 0.0 -0.1
H 1.07676 -0.72398 2.75633 -0.1 -0.6 0.1
H -0.35024 -0.97884 0.09988 0.5 0.2 -0.2
H -0.28871 1.02246 2.34914 -0.9 0.9 0.0
H -1.59977 1.01543 -0.51250 0.2 -0.2 0.0
H -2.05790 2.25314 0.72084 0.5 0.1 0.2
O -1.45410 3.84436 -4.59867 -0.8 -0.7 0.1
H -1.63703 4.57968 -4.02552 -0.1 0.5 0.3
H -0.63323 4.03424 -5.02304 0.9 0.3 -0.4

---

No. 2
17
Properties=species:S:1:pos:R:3:forces:R:3 method="wB97M-V/def2-TZVPD" energy_ev=-8428.4934 charge=0 gap_ev=9.80 smiles="C[C@H]1C(=O)C1(C)C" homo_energy_ha=-0.330 e_above_lowest_kcal_mol=63.3
C -1.50511 -1.49128 0.37964 0.9 -1.2 -1.0
C -0.87378 -0.55924 -0.74773 -0.2 1.0 5.6
C -0.95851 0.88922 -0.60017 -0.2 1.9 -0.2
O -1.74382 1.83374 -0.57752 1.7 -2.1 0.1
C 0.48713 0.56048 -0.21106 -2.9 -1.3 0.7
C 1.65100 0.34124 -1.10661 0.9 1.7 -1.9
C 0.69970 0.81946 1.33683 -1.7 1.1 -1.3
H -0.71501 -2.21035 0.82095 -1.1 1.0 -1.0
H -2.35508 -2.13098 -0.03008 1.1 0.9 0.5
H -1.86520 -0.95881 1.23964 -0.3 0.5 0.2
H -0.96228 -0.97607 -1.68327 0.9 -0.7 -2.3
H 2.56089 0.26262 -0.52560 0.1 -0.4 0.3
H 1.90553 1.26964 -1.77381 -0.7 -1.7 0.8
H 1.50090 -0.58282 -1.70260 0.5 0.9 0.1
H 0.87545 1.90277 1.49791 -0.5 -0.2 -0.5
H 1.56090 0.43324 1.82696 0.6 -1.3 0.0
H -0.26270 0.59713 1.85651 1.0 0.0 -0.1

---

No. 3
17
Properties=species:S:1:pos:R:3:forces:R:3 method="wB97M-V/def2-TZVPD" energy_ev=-8430.6235 charge=0 gap_ev=10.77 smiles=C[C@H]1OC[C@H]2C[C@H]21 homo_energy_ha=-0.354 e_above_lowest_kcal_mol=14.2
C 1.34107 -1.20888 1.08876 0.0 0.0 0.0
C 0.80670 -0.57728 -0.18951 0.2 0.1 0.1
O -0.38910 -1.25426 -0.57834 0.0 -0.1 0.1
C -1.23763 -0.34985 -1.26118 -0.2 0.1 0.0
C -0.95162 1.01227 -0.67861 0.0 0.1 -0.1
C -0.76050 1.18305 0.80537 -0.1 0.0 0.1
C 0.41839 0.89160 -0.07586 0.2 0.0 0.0
H 1.53604 -2.27607 0.94503 0.0 0.2 0.0
H 0.62737 -1.09921 1.91259 0.1 0.0 -0.2
H 2.27884 -0.72420 1.38413 -0.1 -0.1 -0.1
H 1.56119 -0.68337 -0.98573 -0.1 0.0 0.1
H -1.00724 -0.25853 -2.33554 0.1 -0.4 0.1
H -2.25987 -0.73015 -1.16874 0.1 0.1 0.1
H -1.22632 1.83489 -1.32782 0.1 0.2 0.3
H -1.08706 0.40420 1.49358 0.0 0.1 -0.3
H -0.83060 2.18903 1.21483 -0.1 -0.2 -0.2
H 1.18035 1.64677 -0.24297 -0.1 -0.1 0.1

---

No. 4
17
Properties=species:S:1:pos:R:3:forces:R:3 method="wB97M-V/def2-TZVPD" energy_ev=-8426.7759 charge=0 gap_ev=9.37 homo_energy_ha=-0.309 e_above_lowest_kcal_mol=103.0
C 2.07495 0.51627 -1.27060 -0.3 0.1 -0.5
C -0.05589 0.09043 0.59634 -0.7 0.0 0.1
C 0.00988 -1.40055 0.56526 0.2 -0.1 0.1
C -1.41841 -1.19986 -0.07089 -0.3 -0.5 -0.1
C -1.15133 0.32523 -0.14698 0.2 0.0 0.2
C -1.31751 1.47802 0.83375 -0.3 0.4 0.3
O -0.00416 1.14202 1.45387 0.2 0.1 0.1
H 2.59983 0.49557 -0.31511 -0.1 0.0 0.0
H 2.36919 -0.33401 -1.89082 0.1 0.1 0.1
H 2.30527 1.44264 -1.80026 0.2 -0.1 0.1
H 0.78881 -1.78338 -0.09670 -0.1 -0.1 0.1
H 0.06051 -1.90017 1.53490 -0.1 0.0 -0.1
H -2.19354 -1.43920 0.66239 0.1 -0.1 0.0
H -1.64523 -1.72969 -1.00110 0.1 0.2 0.1
H 0.98530 0.49165 -1.12468 0.9 0.0 -0.3
H -2.09475 1.28535 1.57322 0.0 0.1 0.0
H -1.31292 2.51968 0.49741 -0.1 -0.2 0.0

---

Copy entry 3 word for word.
17
Properties=species:S:1:pos:R:3:forces:R:3 method="wB97M-V/def2-TZVPD" energy_ev=-8430.6235 charge=0 gap_ev=10.77 smiles=C[C@H]1OC[C@H]2C[C@H]21 homo_energy_ha=-0.354 e_above_lowest_kcal_mol=14.2
C 1.34107 -1.20888 1.08876 0.0 0.0 0.0
C 0.80670 -0.57728 -0.18951 0.2 0.1 0.1
O -0.38910 -1.25426 -0.57834 0.0 -0.1 0.1
C -1.23763 -0.34985 -1.26118 -0.2 0.1 0.0
C -0.95162 1.01227 -0.67861 0.0 0.1 -0.1
C -0.76050 1.18305 0.80537 -0.1 0.0 0.1
C 0.41839 0.89160 -0.07586 0.2 0.0 0.0
H 1.53604 -2.27607 0.94503 0.0 0.2 0.0
H 0.62737 -1.09921 1.91259 0.1 0.0 -0.2
H 2.27884 -0.72420 1.38413 -0.1 -0.1 -0.1
H 1.56119 -0.68337 -0.98573 -0.1 0.0 0.1
H -1.00724 -0.25853 -2.33554 0.1 -0.4 0.1
H -2.25987 -0.73015 -1.16874 0.1 0.1 0.1
H -1.22632 1.83489 -1.32782 0.1 0.2 0.3
H -1.08706 0.40420 1.49358 0.0 0.1 -0.3
H -0.83060 2.18903 1.21483 -0.1 -0.2 -0.2
H 1.18035 1.64677 -0.24297 -0.1 -0.1 0.1